54
Properties=species:S:1:pos:R:3:nbo_charge:R:1 method="wB97M-V/def2-TZVPD" mol_weight_g_mol=498.2 e_lumo_ev=-0.30 spin_multiplicity=1 energy_ev=-125059.193
C 2.16216 -0.28873 -2.48626 -0.218
Br 1.26420 -2.60366 -1.06500 -0.287
C -0.15501 2.20955 3.04283 -0.152
N 0.59080 -1.28405 4.04612 -0.635
C 1.02269 1.68075 -2.03706 -0.255
Ti 0.41240 -0.29979 -1.02292 0.995
H -1.67773 -1.61348 -2.63763 0.252
C 1.92518 -1.50472 3.71588 0.166
C -1.89215 -0.62770 0.58017 -0.221
H 5.60389 0.23545 4.85018 0.214
H 1.95784 0.20120 5.85781 0.224
H 2.32260 1.42622 4.60575 0.220
H 5.45428 -1.91385 2.23806 0.204
H -0.93334 -0.36421 5.88769 0.225
H -0.05596 -2.07232 4.01655 0.399
H -2.17591 1.60689 0.30686 0.238
C -2.04096 0.61097 -0.11982 -0.247
H -1.97390 -0.75290 1.65870 0.237
C -2.00261 0.33287 -1.51697 -0.273
C -1.70584 -1.66484 -0.38176 -0.237
C 5.29148 0.25587 3.79663 -0.635
H -2.27542 1.06493 -2.27835 0.230
H 3.65186 -3.54759 1.63004 0.217
C 4.45594 -1.82455 2.67005 -0.247
C 2.93226 -0.59659 4.10000 -0.002
H 4.97153 1.28154 3.56132 0.215
H -0.64159 1.28362 -3.47994 0.247
O 0.65738 1.16998 0.56779 -0.706
H 0.64220 -1.05546 -3.97856 0.263
O 0.60037 -0.88454 1.32099 -0.644
C -0.76119 0.38480 5.10800 -0.240
C 0.93456 -0.30460 -3.23743 -0.306
C -0.04155 -0.03881 3.98831 0.234
C 2.18856 0.91543 -1.72028 -0.293
H 6.17000 0.02585 3.18449 0.215
H 0.09055 2.87317 2.21873 0.236
C 0.17322 0.86695 2.91072 -0.213
C 2.19549 -2.60709 2.89486 -0.220
H 3.01648 1.24199 -1.11014 0.262
C -1.05847 1.73774 5.23724 -0.179
H 1.36758 -3.26504 2.62479 0.215
C 3.45898 -2.74496 2.34015 -0.191
C 4.20085 -0.74824 3.51860 -0.015
C 0.54069 0.35580 1.56545 0.786
C -1.73273 -1.06962 -1.69337 -0.370
H -1.50641 2.07636 6.16718 0.217
H 2.97031 -1.01679 -2.53372 0.271
H 0.77367 2.67248 -1.67227 0.259
C 2.67581 0.50091 5.08638 -0.658
H -1.66130 -2.73087 -0.14363 0.250
C 0.24800 0.92090 -2.96679 -0.239
H 3.61494 0.76108 5.58840 0.217
H -0.98861 3.71707 4.34293 0.218
C -0.76127 2.65593 4.21737 -0.245